1.
ORCA calculation (ωB97M-V/def2-TZVPD) on 2 unconnected molecules or ions with the total composition CH2Cl3P at a distorted geometry.

Calculated values
- molar mass (g/mol) = 151.36
- energy (eV) = -47923.410
- HOMO level (alpha / beta) (Eh) = -0.3138 / -0.2995
- gap between HOMO and LUMO (alpha / beta) (eV) = 8.41 / 6.67
- ΔE to the lowest compared entry with this formula, charge and spin (eV) = 2.156

Structure (ORCA input):
```
! wB97M-V def2-TZVPD RIJCOSX def2/J DEFGRID3
* xyz 0 1
C -1.30419 0.46713 0.07460
P 2.57980 -0.49504 0.41419
Cl 1.20022 0.77188 -0.30329
Cl 2.18159 -2.11721 -0.82327
Cl -2.56233 1.56484 0.06172
H -0.96291 0.17581 1.12001
H -1.13218 -0.36741 -0.54396
*
```



2.
ORCA calculation (ωB97M-V/def2-TZVPD) on 2 unconnected molecules or ions with the total composition H3N2O at a distorted geometry.

Calculated values
- molar mass (g/mol) = 47.04
- energy (eV) = -5072.106
- HOMO level (alpha / beta) (Eh) = -0.0744 / -0.0632
- gap between HOMO and LUMO (alpha / beta) (eV) = 6.72 / 6.16
- ΔE to the lowest compared entry with this formula, charge and spin (eV) = 3.189

Structure (ORCA input):
```
! wB97M-V def2-TZVPD RIJCOSX def2/J DEFGRID3
* xyz -1 1
N -1.23332 -0.04568 0.11538
N 1.50929 -0.34702 0.16240
O 2.53149 0.38977 -0.12051
H -0.97191 0.77116 0.50833
H -1.47488 -0.79220 0.77938
H 0.72929 -0.57621 -0.58178
*
```



3.
ORCA calculation (ωB97M-V/def2-TZVPD) on 2 unconnected molecules or ions with the total composition C5H11N at a distorted geometry.

Calculated values
- molar mass (g/mol) = 85.15
- energy (eV) = -6845.736
- HOMO level (alpha / beta) (Eh) = -0.1900 / -0.4322
- gap between HOMO and LUMO (alpha / beta) (eV) = 6.08 / 8.18
- expectation value of S² = 2.005
- ΔE to the lowest compared entry with this formula, charge and spin (eV) = 2.719

Structure (ORCA input):
```
! wB97M-V def2-TZVPD RIJCOSX def2/J DEFGRID3
* xyz 0 3
C 1.75597 0.60354 1.09029
C 2.73629 -0.73801 -0.42519
C -2.50058 -0.41634 0.48471
C 1.46665 0.10743 -0.21280
C -2.22791 0.76767 -0.45534
N 2.07124 1.16959 2.04607
H 2.85474 -1.05369 -1.46819
H 2.47908 -1.59788 0.10233
H 3.66380 -0.32416 0.08300
H -3.17982 -1.08312 -0.09967
H -2.87805 -0.06221 1.44372
H -1.60147 -0.96309 0.68529
H 0.48971 -0.53042 -0.26870
H 1.45858 0.83241 -0.99475
H -1.42586 1.37940 -0.04787
H -3.20996 1.37175 -0.46452
H -1.95239 0.53714 -1.49838
*
```



4.
ORCA calculation (ωB97M-V/def2-TZVPD) on 6 unconnected molecules or ions with the total composition C6H25N2O5 at a distorted geometry.

Calculated values
- molar mass (g/mol) = 205.28
- energy (eV) = -19838.441
- HOMO level (Eh) = -0.3837
- gap between HOMO and LUMO (eV) = 7.55
- ΔE to the lowest compared entry with this formula, charge and spin (eV) = 2.569

Structure (ORCA input):
```
! wB97M-V def2-TZVPD RIJCOSX def2/J DEFGRID3
* xyz 1 1
C 2.45705 0.63175 -1.78327
C 1.61043 1.86245 -2.11054
C 0.81950 2.41697 -0.92575
C -0.26706 1.46391 -0.48587
C -0.88307 1.58100 0.70315
N -1.78097 0.63521 1.11807
C -1.75385 0.07263 2.46114
N 0.50273 1.40155 -3.10776
H 2.98382 0.77627 -0.84836
H 3.04332 0.40454 -2.65523
H 1.75823 -0.19714 -1.69514
H 2.11861 2.62168 -2.68394
H 0.52860 3.44554 -1.17321
H 1.45058 2.66212 -0.06838
H -0.46291 0.59016 -1.08693
H -0.65465 2.38204 1.39717
H -2.08737 0.03806 0.36808
H -1.45666 -0.97775 2.44535
H -1.07119 0.65943 3.06643
H -2.77351 0.01337 2.84555
H -0.28360 2.04234 -3.15048
H 0.08405 0.51427 -2.77042
H 0.91467 1.23967 -4.02395
H -3.34534 -2.51158 0.93918
H -4.25861 -1.20401 0.76842
O -3.42987 -1.63738 0.54127
H -0.83113 -1.77544 -1.83938
H -1.88198 -1.17060 -2.83295
O -1.16007 -0.96090 -2.23306
H 2.03075 -2.59849 1.47173
H 1.75127 -3.60818 2.50852
O 1.29210 -2.92591 2.00061
H -0.74628 -3.06538 0.97868
H -1.05671 -4.47599 1.35524
O -1.38889 -3.75621 0.80964
H 2.74483 1.71653 2.70349
H 2.83032 0.37879 3.42008
O 2.65286 1.31463 3.57282
*
```



5.
ORCA calculation (ωB97M-V/def2-TZVPD) on a molecular structure, B4F16MnN2O6 at a distorted geometry.

Calculated values
- molar mass (g/mol) = 526.16
- energy (eV) = -92787.909
- HOMO level (alpha / beta) (Eh) = 0.0783 / 0.0739
- gap between HOMO and LUMO (alpha / beta) (eV) = 7.37 / 7.49
- expectation value of S² = 8.752
- ΔE to the lowest compared entry with this formula, charge and spin (eV) = 0.117

Structure (ORCA input):
```
! wB97M-V def2-TZVPD RIJCOSX def2/J DEFGRID3
* xyz -4 6
Mn -0.12800 0.14073 0.38588
N 3.04088 1.04221 -0.08172
O 4.03469 1.37449 0.61164
O 1.94624 0.84267 0.51739
O 3.12970 0.94169 -1.29900
N -3.11719 -0.54051 -0.92091
O -1.99450 -0.63827 -0.33962
O -3.73167 0.53812 -0.91608
O -3.64087 -1.57364 -1.38224
B -0.45038 1.95911 -2.74347
F 0.04629 1.13269 -1.68865
F -1.19344 3.03324 -2.21384
F 0.64612 2.48451 -3.48552
F -1.25667 1.22234 -3.63507
B 0.46446 -1.90856 2.99112
F 0.35773 -1.53459 1.59827
F 1.59879 -1.33329 3.60853
F -0.69217 -1.50491 3.66051
F 0.62227 -3.32129 3.04922
B 0.93497 -2.67509 -1.54680
F 2.33199 -2.90634 -1.69069
F 0.32914 -2.80096 -2.81468
F 0.40198 -3.63573 -0.67870
F 0.74127 -1.35011 -1.03436
B -0.89968 2.21432 2.01380
F -2.09869 2.02169 2.71970
F 0.05972 1.26337 2.46191
F -1.06599 1.99208 0.62593
F -0.41701 3.51999 2.22748
*
```



6.
ORCA calculation (ωB97M-V/def2-TZVPD) on a molecular structure, C43H40AsCrNO12PS2Te at a distorted geometry.

Calculated values
- molar mass (g/mol) = 1112.41
- energy (eV) = -198819.757
- HOMO level (alpha / beta) (Eh) = -0.1178 / -0.1226
- gap between HOMO and LUMO (alpha / beta) (eV) = 6.86 / 6.99
- expectation value of S² = 3.771

Structure (ORCA input):
```
! wB97M-V def2-TZVPD RIJCOSX def2/J DEFGRID3
* xyz -2 4
Cr 0.16386 -0.54231 0.49226
C -5.45215 -0.26288 -3.97033
C -4.46186 -0.31443 -2.83572
C -4.87719 -0.37347 -1.50481
C -3.98407 -0.41122 -0.45766
C -4.56681 -0.34340 0.91814
O -5.49877 -1.06615 1.22275
C -4.07745 0.69775 1.87287
C -4.48064 0.61563 3.20380
C -4.14993 1.61819 4.09503
C -3.42049 2.71723 3.66207
C -3.00983 2.80440 2.34285
C -3.32967 1.79204 1.45033
C -2.57408 -0.47866 -0.68996
O -1.78900 -0.66893 0.29989
C -2.14445 -0.34646 -2.04347
C -3.10355 -0.28136 -3.06750
C -0.73470 -0.23367 -2.39525
N 0.23792 -0.11153 -1.55416
C 1.57582 0.15591 -2.12448
C 2.38789 -1.09195 -2.46069
Te 4.47041 -0.80472 -2.13663
C 4.45034 0.70558 -3.65358
C 4.80545 2.01079 -3.31176
C 4.69019 3.04845 -4.22836
C 4.19969 2.80318 -5.50303
C 3.84268 1.50888 -5.85788
C 3.97765 0.47239 -4.94452
C -0.45892 -0.19487 -3.87357
C -0.27495 -1.38961 -4.55835
C -0.03213 -1.37910 -5.92519
C 0.02899 -0.17628 -6.61380
C -0.15993 1.01893 -5.93208
C -0.40860 1.00888 -4.56809
H -6.46845 -0.14939 -3.59040
H -5.42580 -1.17385 -4.57452
H -5.25214 0.57735 -4.63970
H -5.93612 -0.37519 -1.26525
H -5.05141 -0.24834 3.51759
H -4.43985 1.53513 5.13533
H -3.13706 3.49094 4.36548
H -2.40952 3.64125 2.01223
H -2.98456 1.85525 0.42673
H -2.76570 -0.19814 -4.09316
H 2.11402 0.76634 -1.40572
H 1.43712 0.74623 -3.02806
H 2.26910 -1.35779 -3.50890
H 2.09409 -1.93944 -1.84510
H 5.14435 2.22221 -2.30385
H 4.95666 4.05648 -3.93280
H 4.08541 3.61545 -6.21102
H 3.45475 1.30398 -6.84941
H 3.69940 -0.53349 -5.23981
H -0.31805 -2.32490 -4.01344
H 0.11589 -2.31472 -6.45010
H 0.22543 -0.16899 -7.67898
H -0.10749 1.96202 -6.46196
H -0.55323 1.93847 -4.02894
O 1.40131 0.79927 3.29564
S 0.02121 0.56590 2.84983
O -0.95638 0.97090 3.81934
O -0.09949 -0.88858 2.44351
O -0.17696 1.21796 1.48602
O 4.54772 -1.57662 1.11384
As 3.22858 -0.55679 1.82783
O 4.14048 0.72156 2.30864
O 2.09525 -0.33000 0.58459
C 2.55019 -2.03075 2.90135
C 2.80349 -1.94284 4.25972
C 2.42109 -2.95600 5.12769
C 1.76419 -4.06419 4.62929
C 1.49572 -4.15602 3.26945
C 1.88463 -3.15371 2.39107
S 1.44304 -3.49509 0.66126
O 2.64453 -3.37504 -0.12913
O 0.85922 -4.81656 0.68208
O 0.39288 -2.51390 0.22276
H 5.26470 -0.93092 1.07325
H 3.28198 -1.04692 4.63675
H 2.62196 -2.86576 6.18883
H 1.44375 -4.85878 5.29290
H 0.97020 -5.01020 2.86986
C 1.16983 4.02859 -2.12314
P 0.54163 3.15668 -0.60149
C 2.12946 3.03901 0.30793
C -0.23403 4.60308 0.22062
C 0.11599 5.02938 1.50006
C -0.55690 6.08306 2.10647
C -1.58951 6.73152 1.44617
C -1.95990 6.30578 0.17626
C -1.29540 5.24686 -0.42043
H 0.34597 4.24625 -2.80579
H 1.86393 3.35704 -2.63573
H 1.69081 4.96056 -1.88947
H 2.62103 4.01329 0.38020
H 2.78613 2.34900 -0.22340
H 1.98348 2.60623 1.29804
H 0.89700 4.51348 2.04344
H -0.27701 6.38813 3.10776
H -2.11282 7.55258 1.92139
H -2.78233 6.78692 -0.34027
H -1.61958 4.89531 -1.39484
*
```



Repeat the third record exactly.
ORCA calculation (ωB97M-V/def2-TZVPD) on 2 unconnected molecules or ions with the total composition C5H11N at a distorted geometry.

Calculated values
- molar mass (g/mol) = 85.15
- energy (eV) = -6845.736
- HOMO level (alpha / beta) (Eh) = -0.1900 / -0.4322
- gap between HOMO and LUMO (alpha / beta) (eV) = 6.08 / 8.18
- expectation value of S² = 2.005
- ΔE to the lowest compared entry with this formula, charge and spin (eV) = 2.719

Structure (ORCA input):
```
! wB97M-V def2-TZVPD RIJCOSX def2/J DEFGRID3
* xyz 0 3
C 1.75597 0.60354 1.09029
C 2.73629 -0.73801 -0.42519
C -2.50058 -0.41634 0.48471
C 1.46665 0.10743 -0.21280
C -2.22791 0.76767 -0.45534
N 2.07124 1.16959 2.04607
H 2.85474 -1.05369 -1.46819
H 2.47908 -1.59788 0.10233
H 3.66380 -0.32416 0.08300
H -3.17982 -1.08312 -0.09967
H -2.87805 -0.06221 1.44372
H -1.60147 -0.96309 0.68529
H 0.48971 -0.53042 -0.26870
H 1.45858 0.83241 -0.99475
H -1.42586 1.37940 -0.04787
H -3.20996 1.37175 -0.46452
H -1.95239 0.53714 -1.49838
*
```



Please write out number 1 again, unchanged.
ORCA calculation (ωB97M-V/def2-TZVPD) on 2 unconnected molecules or ions with the total composition CH2Cl3P at a distorted geometry.

Calculated values
- molar mass (g/mol) = 151.36
- energy (eV) = -47923.410
- HOMO level (alpha / beta) (Eh) = -0.3138 / -0.2995
- gap between HOMO and LUMO (alpha / beta) (eV) = 8.41 / 6.67
- ΔE to the lowest compared entry with this formula, charge and spin (eV) = 2.156

Structure (ORCA input):
```
! wB97M-V def2-TZVPD RIJCOSX def2/J DEFGRID3
* xyz 0 1
C -1.30419 0.46713 0.07460
P 2.57980 -0.49504 0.41419
Cl 1.20022 0.77188 -0.30329
Cl 2.18159 -2.11721 -0.82327
Cl -2.56233 1.56484 0.06172
H -0.96291 0.17581 1.12001
H -1.13218 -0.36741 -0.54396
*
```



The highest energy belongs to which entry?
H3N2O